96
Properties=species:S:1:pos:R:3:forces:R:3 method="wB97M-V/def2-TZVPD" multiplicity=4 charge=+3 e_above_lowest_ev=2.334 lumo_energy_ev="-9.095 / -11.372" homo_lumo_gap_ev="6.98 / 4.95"
C 0.1824 -3.5823 0.8369 0.661 -0.385 0.606
H 3.2777 -0.0649 -3.4487 -0.090 0.068 0.221
C -0.2683 -1.1155 -1.3096 -2.340 -2.476 -5.057
H 0.8072 5.8472 -4.6268 0.047 0.197 0.040
H -3.1918 0.4829 -2.3397 -0.206 0.578 -0.204
H 5.3580 -1.2409 -0.6964 -0.098 0.150 -0.130
C 0.5439 5.2285 -3.7801 0.217 -0.386 -0.981
H 4.0447 1.7577 0.7822 -0.192 -0.126 -0.178
C 2.9681 -2.1628 -1.7164 0.070 -0.070 -0.103
C -3.5326 2.1745 -0.9602 -0.016 -0.901 -0.840
H 3.3434 -2.8700 -0.9736 0.032 0.060 -0.194
H 2.9038 1.2512 -2.3160 0.088 -0.111 -0.151
H -2.2944 3.9781 -0.9022 -0.484 0.458 -0.299
H -4.8037 -0.4807 -0.8123 0.321 -0.455 0.333
H 3.4030 -2.4151 -2.6916 -0.122 -0.074 0.190
C 2.7677 0.1849 -2.5090 -0.164 -0.062 0.046
H 3.4996 -0.9824 3.8901 -0.153 0.177 -0.278
H -5.5442 2.6672 -1.4347 0.193 -0.222 0.236
C -0.1966 3.6289 -1.6850 -0.544 -0.790 0.469
H -0.1779 5.4150 -0.4713 0.225 0.078 0.008
H 2.8917 -2.9131 1.2942 0.347 0.151 -0.070
S 0.2025 -1.9881 1.6102 -0.111 -1.034 0.221
C -0.0240 3.5660 2.5607 0.165 -0.140 -0.468
H -1.9319 3.3162 0.9737 0.408 0.299 -0.574
H -5.2502 1.0536 1.4846 0.350 -0.296 0.250
C -0.4890 -5.3395 -0.6506 0.094 -0.117 0.193
C 0.3500 3.8577 -4.0461 -0.024 -0.161 0.655
N 0.2606 1.4764 -0.9494 -4.306 3.511 0.475
C -0.5706 2.5656 -0.6914 5.461 -1.548 -1.493
H -0.2784 1.9915 -3.1385 0.369 0.961 0.170
C -3.3445 3.7025 -0.9260 0.869 -0.105 0.415
H 3.3995 3.6567 2.2363 -0.764 0.333 -0.025
C 1.2744 3.9941 2.8258 0.852 -0.209 0.869
C -1.2133 2.5609 0.6540 -1.966 -1.642 1.830
H -2.1188 1.8864 -2.5834 -0.701 -0.174 -0.112
N 0.8617 1.5988 1.5394 -0.599 0.722 -2.229
C 2.0637 2.2154 1.4250 0.543 -0.395 0.729
C 2.8596 -0.6644 3.0511 -0.242 -0.183 0.028
H -5.2443 2.5372 0.3119 -0.097 -0.153 -0.499
O -0.7617 -1.5561 -2.2876 1.870 1.365 3.275
C -2.8438 -1.3876 1.9243 0.176 -0.122 -0.127
H 5.5839 -0.1317 0.9914 -0.176 0.008 0.410
H 2.9869 2.0742 -0.5708 -0.555 0.092 0.571
C 0.0324 5.0104 -1.4547 -0.619 -0.482 -0.064
C -4.5519 0.3827 1.9945 -0.168 0.281 -0.016
H 1.4916 4.8150 3.5079 -0.227 -0.048 -0.227
H -3.4621 -1.6424 -0.7007 -0.278 0.107 0.138
H 5.2418 -0.6906 -2.3647 0.019 0.038 0.189
H 1.9430 -1.2660 3.0954 0.376 0.306 0.168
H 0.4607 -7.2695 -0.3261 -0.079 0.219 -0.006
N 1.0222 -4.4872 1.4448 -0.398 -0.534 -0.357
H 5.5677 -0.7943 2.6356 -0.199 0.200 -0.236
H 1.5556 -4.1649 2.2625 -0.293 -0.200 -0.479
C 3.3445 -0.7107 -1.3995 -0.122 -0.033 0.274
H -3.9893 0.9535 2.7459 -0.229 -0.098 -0.080
H 4.2195 -2.8402 2.4729 -0.065 0.108 -0.239
H 5.1380 0.4965 -1.0627 -0.010 -0.193 -0.071
C -3.1537 1.5904 -2.3402 -0.173 0.198 -0.023
H -0.9469 4.0467 2.8677 0.372 0.479 -0.041
C -0.6148 -4.0271 -0.2073 0.193 0.100 0.306
H -4.9297 -1.8758 0.2821 0.378 0.424 0.063
H -3.8515 2.0151 -3.0856 0.420 -0.354 0.082
P -2.3089 0.9831 0.1930 -0.667 0.459 -0.083
C 1.1293 -5.8001 1.0631 -0.486 1.135 0.146
C 0.4012 5.8235 -2.5151 -0.139 -0.868 0.266
H -1.0789 -5.6917 -1.4866 -0.081 0.049 0.018
C 4.8563 -0.5230 -1.3510 0.351 -0.104 -0.368
H 0.5654 6.8874 -2.3614 -0.031 -0.240 -0.153
H -5.1674 -0.3563 2.5393 0.355 0.169 -0.289
H 0.4792 3.3620 -5.0374 -0.123 0.944 0.833
C -5.0307 2.0701 -0.6623 -0.271 -0.401 0.278
H -2.2125 -0.9232 2.6998 -0.191 -0.247 -0.278
P 2.5970 -0.2448 0.2511 2.787 1.617 -0.379
H -5.4603 1.0669 -0.6844 0.013 0.460 -0.025
H 4.5781 -2.6285 0.7512 -0.281 0.024 0.235
C -0.0323 3.0590 -2.9679 0.134 -0.007 -1.009
H -3.8193 4.1801 -1.7992 0.212 -0.479 0.164
C -0.1460 2.4810 1.7098 -0.375 0.078 0.662
H -3.8357 4.1191 -0.0452 0.095 0.066 0.017
C 3.0142 1.6221 0.4358 0.609 -1.367 0.418
C 0.3718 -6.2328 -0.0132 0.489 -0.131 0.337
H 4.8788 0.8062 2.3447 0.041 -0.344 -0.109
H 1.7929 -6.4074 1.6786 -0.183 0.049 -0.346
H 2.5992 0.3922 3.1965 0.133 -0.284 0.057
H -1.3472 -3.3485 -0.6208 0.092 -0.141 -0.148
C 4.9894 -0.1980 1.9102 0.215 0.010 -0.158
H -2.2509 -2.0911 1.3154 -0.265 0.485 0.280
C 3.6285 -0.9043 1.7380 -0.346 -0.169 0.028
Re 0.2993 -0.1380 0.1976 -0.934 1.589 1.923
C 3.8383 -2.4102 1.5332 0.170 -0.136 0.242
H -3.5896 -2.0216 2.4402 0.121 0.497 -0.239
H 1.8814 -2.2851 -1.7852 0.195 -0.021 -0.078
C -3.5640 -0.3427 1.0556 -0.401 -0.163 0.867
H 1.6983 0.0116 -2.6543 0.130 0.014 -0.036
C -4.2344 -1.1121 -0.1167 0.372 0.321 -0.342
C 2.3423 3.3594 2.1800 -0.054 -0.254 -0.341


15
Properties=species:S:1:pos:R:3:forces:R:3 method="wB97M-V/def2-TZVPD" charge=0 e_above_lowest_ev=6.804 lumo_energy_ev=0.698 homo_lumo_gap_ev=10.08
C 1.9317 -0.8612 -1.2627 -0.162 0.042 2.373
H -0.8765 -0.0803 -2.0098 -1.065 0.444 -0.892
Cl -1.5742 -0.1411 2.8374 0.036 0.007 0.014
C -1.4834 1.1391 1.6554 2.463 -4.486 -3.636
Cl 3.4493 -1.7389 -0.7292 -0.653 0.104 -0.330
H 1.5561 0.3213 1.1868 0.028 -0.400 0.137
H -0.8659 1.8847 1.9157 2.917 2.144 1.136
H 0.4026 -1.9890 1.1737 0.503 1.265 -0.924
Si 0.7620 -0.6638 0.4108 -0.081 -0.191 -1.166
H -2.3540 1.5928 1.5045 -4.069 1.111 -0.973
H 2.3199 0.1656 -1.3908 -0.525 -0.563 -0.795
C -1.4179 0.4765 -1.2468 0.540 0.282 0.237
C -0.7504 0.3644 -0.1387 -0.138 0.122 5.413
Cl 1.1639 -1.6220 -2.6737 0.431 0.439 0.380
H -2.2631 1.1517 -1.2326 -0.224 -0.321 -0.973


10
Properties=species:S:1:pos:R:3:forces:R:3 method="wB97M-V/def2-TZVPD" charge=0 e_above_lowest_ev=5.858 lumo_energy_ev=0.764 smiles=CN(S)OO homo_lumo_gap_ev=10.23
O 0.4417 1.7243 1.0865 2.770 -1.708 -0.791
C -0.9463 -0.5292 -0.0347 0.941 -1.684 0.639
H -1.0032 -0.6274 1.1002 0.138 0.341 -1.427
S 1.7715 -0.9764 -0.1326 -0.367 -0.603 -1.240
H -1.0726 -1.5239 -0.4962 -0.466 0.253 0.491
H -0.3952 2.0819 1.3044 -1.987 0.469 -0.628
H 1.9959 -1.4895 -1.4220 -0.076 0.587 1.325
N 0.3368 -0.1479 -0.5991 0.582 3.008 1.232
O 0.5218 1.3404 -0.3410 -0.852 -1.081 0.360
H -1.6503 0.1476 -0.4654 -0.683 0.416 0.039


36
Properties=species:S:1:pos:R:3:forces:R:3 method="wB97M-V/def2-TZVPD" charge=0 e_above_lowest_ev=2.834 lumo_energy_ev=-0.689 smiles=O.O.O.O.O.O.O.O.O.O.O.O homo_lumo_gap_ev=9.43
H 1.7796 0.9352 1.9169 -0.573 0.978 0.507
O 1.6256 -1.4008 -2.1731 -2.584 0.241 -0.854
H -0.8824 -0.8068 1.3819 0.334 -0.126 0.230
O -2.8144 0.1032 -1.4751 -0.780 -0.621 0.037
H 0.7886 -2.4938 -1.1231 -0.848 -0.094 0.225
H -3.6274 0.6212 -1.6021 0.210 -0.626 -0.201
O -1.1614 -1.3528 2.1339 -2.361 -0.461 -1.123
H 2.7816 -0.1398 2.0199 0.238 -0.392 0.149
H 4.8946 -0.6978 -0.5951 0.439 0.070 -0.536
O 0.1526 -3.1008 -0.6751 0.589 1.030 -0.018
H 0.7406 0.1492 0.5259 1.977 -0.357 0.333
O -3.1144 -2.7418 -0.8011 0.197 -0.618 0.208
H -0.2524 -0.4728 -0.4201 -0.012 0.162 -0.011
H 2.4976 -1.4718 -1.9011 3.019 -0.071 0.787
O 2.2516 0.3232 1.3699 0.660 -0.343 -0.034
H -2.7624 -1.8688 -0.9991 0.078 -0.038 0.046
O -0.1584 0.1912 0.2799 -1.828 -0.602 -1.177
O -1.6604 1.0972 3.1019 -1.443 0.527 1.049
O -0.5684 2.7902 -0.0051 1.582 0.458 -0.110
O -3.1794 2.1772 -0.0261 -0.831 1.431 2.700
H -2.3814 -3.2708 -0.4351 -0.329 0.623 -0.275
H -0.3564 1.8632 0.2009 -0.735 0.675 -0.382
H -0.8344 1.4462 2.8429 1.201 0.619 -0.571
H -3.3274 2.5192 -0.8661 -0.567 1.274 -2.258
H -2.1454 0.5472 -1.9761 0.657 0.447 -0.623
O 4.0196 -0.4078 -0.8711 0.662 -0.296 -0.160
H 3.5456 -0.6278 -0.0801 -1.021 0.176 0.573
O 2.5316 2.6002 -0.6411 -0.474 0.182 -0.224
H 3.3286 2.8442 -1.1051 0.345 0.079 -0.205
H -1.7064 0.1952 2.7899 0.017 -0.664 -0.204
H 2.8276 2.0932 0.1089 0.242 -0.350 0.299
H 1.5396 -0.4898 -2.4611 -0.064 0.211 -0.078
H 0.4996 -3.9288 -0.9741 -0.052 -1.102 -0.107
H -2.8874 1.3082 -0.1851 0.777 -1.844 0.199
H -0.4734 -1.4358 2.7409 1.871 -0.230 1.331
H -1.5124 2.9022 -0.0221 -0.592 -0.350 0.480


Electronic energy (eV)
-76207.6756; -49702.7896; -17533.0851; -24958.8601